51
Properties=species:S:1:pos:R:3:forces:R:3 method="wB97M-V/def2-TZVPD" fmax_ha_per_bohr=0.1644 energy_ev=-35356.1550 homo_lumo_gap_ev=10.397 lumo_energy_ev=-0.2 relative_energy_kj_mol=565.05
O -0.480 -5.124 0.235 0.8 -0.5 -1.7
H -0.314 -5.751 0.944 0.2 -0.3 -0.1
H 0.114 -5.376 -0.555 -1.3 0.4 1.9
O -0.852 -0.459 -1.721 0.2 -0.1 0.4
H -0.228 -0.694 -0.963 -1.9 0.5 -1.1
H -1.812 -0.359 -1.550 1.3 -0.4 0.7
O 3.486 -2.465 -2.149 0.6 1.5 -0.5
H 4.128 -2.181 -2.858 -1.1 -0.4 1.2
H 3.241 -1.617 -1.680 0.3 -1.1 -0.9
O 2.084 2.340 2.085 -6.0 -2.3 -1.6
H 2.557 3.093 2.056 3.2 3.9 0.0
H 1.210 2.708 1.593 2.7 -1.7 2.3
O -0.612 0.956 4.744 4.5 -1.8 -1.6
H 0.099 0.279 4.247 -3.3 2.3 1.7
H 0.062 1.651 4.901 -0.7 -0.1 0.3
O 0.401 -4.434 -3.283 -4.7 -2.4 0.1
H 1.161 -4.030 -3.517 4.1 2.2 -1.1
H -0.078 -4.610 -4.131 0.6 0.2 1.2
O -1.084 -2.417 3.092 -1.1 0.5 -0.4
H -0.697 -2.531 3.960 0.7 -0.5 -0.4
H -0.610 -2.760 2.326 0.5 -0.1 0.9
O -4.584 -0.648 -2.690 -2.7 1.0 7.4
H -4.489 -0.530 -3.528 0.8 1.3 -8.3
H -3.976 -1.280 -2.448 2.0 -2.3 0.9
O -1.942 3.187 -0.894 -0.4 -0.8 0.2
H -1.269 3.145 -0.181 -0.8 -0.7 -0.7
H -2.400 2.300 -0.974 1.1 1.5 0.6
O -2.506 0.257 3.270 -1.3 0.0 0.6
H -2.369 1.201 3.524 -0.2 -1.5 0.4
H -2.902 -0.242 4.052 1.0 1.3 -1.6
O -1.003 3.118 -3.484 0.6 1.9 -3.8
H -0.509 3.150 -2.727 2.4 0.8 2.9
H -1.570 2.482 -3.187 -3.0 -2.7 0.5
O 0.230 4.940 0.191 -4.2 -0.1 -2.5
H 0.862 5.621 0.173 1.4 1.4 0.1
H -0.508 5.285 -0.499 2.4 -1.2 2.4
O -0.798 1.775 1.299 -0.5 0.0 0.3
H -1.279 0.975 1.588 0.4 0.0 0.0
H -1.363 2.479 1.651 0.2 -0.1 0.1
O 3.096 -0.743 1.843 -1.3 0.5 -0.4
H 2.397 -1.219 1.387 0.3 -1.8 -0.4
H 2.554 0.054 1.758 1.0 1.3 0.7
O 1.682 -0.049 -1.925 2.4 -0.9 1.4
H 1.707 0.850 -1.628 0.0 1.1 0.3
H 0.958 -0.135 -2.486 -1.9 -0.1 -1.5
O 1.738 2.761 -0.743 -1.0 3.0 -4.0
H 1.123 3.502 -1.221 2.4 -2.6 1.8
H 1.203 2.538 -0.023 -1.2 -0.8 1.6
O 1.306 -3.158 0.158 -1.0 -0.2 2.6
H 0.486 -3.614 0.547 1.7 0.7 -1.5
H 1.199 -3.083 -0.772 -0.3 0.0 -1.3